1.
ORCA calculation (wB97M-V/def2-TZVPD) on 2 unconnected molecules or ions with the total composition C4H9N2O.

Calculated values
E_LUMO: -3.542 eV
DFT total energy: -342.28809 Ha
Relative energy (zero: lowest compared OMol25 entry of this formula, charge and spin): 181.64 kJ/mol
Highest occupied orbital energy: -13.345 eV
Net charge: +1
Gap between HOMO and LUMO: 0.360 hartree
2S+1: 1

Last column: Mulliken charge in e.
Geometry (Å):
C 1.99 2.47 -0.80  -1.18
C 1.00 1.42 -1.01  0.47
C 0.01 1.13 -0.07  -0.25
N -0.71 0.01 -0.58  -0.05
C -0.37 -0.27 -1.88  -0.08
N 0.60 0.61 -2.14  -0.15
H 2.80 2.59 -1.53  0.37
H 2.61 2.21 0.12  0.31
H 1.50 3.56 -0.64  0.28
H -0.31 1.73 0.82  0.35
H -1.31 -0.54 -0.04  0.18
H -0.77 -1.04 -2.56  0.39
H 1.13 0.75 -3.16  0.36
H -2.95 -4.39 5.05  0.32
H -2.71 -5.07 3.75  0.31
O -2.52 -5.17 4.68  -0.63

2.
ORCA calculation (wB97M-V/def2-TZVPD) on 2 unconnected molecules or ions with the total composition C4H9N2O.

Calculated values
E_LUMO: -5.957 eV
DFT total energy: -342.11670 Ha
Relative energy (zero: lowest compared OMol25 entry of this formula, charge and spin): 631.62 kJ/mol
Highest occupied orbital energy: -12.989 eV
Net charge: +1
Gap between HOMO and LUMO: 0.258 hartree
2S+1: 1

Last column: Mulliken charge in e.
Geometry (Å):
C 0.48 2.55 -0.48  -0.38
C -0.11 1.35 -1.07  -0.36
C -0.43 1.52 0.46  0.13
C 0.07 0.72 1.46  -0.46
N -0.11 -3.90 -0.33  -0.27
N -0.11 -2.90 0.50  0.18
O -0.07 -1.76 0.08  -0.44
H 1.54 2.61 -0.07  0.27
H 0.00 3.43 -0.56  0.31
H -0.88 1.41 -1.81  0.29
H 0.55 0.52 -1.23  0.23
H -1.49 1.88 0.54  0.36
H -0.55 0.79 2.46  0.29
H 0.99 0.17 1.23  0.29
H 0.11 -4.74 0.19  0.31
H -0.01 -3.64 -1.37  0.26

3.
ORCA calculation (wB97M-V/def2-TZVPD) on 2 unconnected molecules or ions with the total composition C4H9N2O.

Calculated values
E_LUMO: -3.365 eV
DFT total energy: -342.33718 Ha
Relative energy (zero: lowest compared OMol25 entry of this formula, charge and spin): 52.75 kJ/mol
Highest occupied orbital energy: -14.175 eV
Net charge: +1
Gap between HOMO and LUMO: 0.397 hartree
2S+1: 1

Last column: Mulliken charge in e.
Geometry (Å):
C -1.29 -0.13 2.67  -1.20
C -1.14 0.00 1.21  0.54
C -1.99 0.44 0.26  -0.45
N -1.22 0.80 -0.86  -0.07
C 0.00 0.31 -0.68  -0.29
N 0.09 -0.17 0.54  -0.03
H -2.30 0.10 2.93  0.33
H -0.61 0.55 3.21  0.35
H -0.98 -1.12 3.03  0.35
H -2.99 0.82 0.36  0.37
H -1.64 0.84 -1.78  0.31
H 0.76 0.30 -1.42  0.53
H 0.92 -0.46 1.03  0.27
H 4.01 -1.47 -3.83  0.33
H 4.62 -0.21 -3.19  0.33
O 3.78 -0.61 -3.45  -0.65

4.
ORCA calculation (wB97M-V/def2-TZVPD) on a gas-phase ion, C4H9N2O2 (charge -1).

Calculated values
E_LUMO: 4.251 eV
DFT total energy: -417.75264 Ha
SMILES string: NCC(=O)NCC[O-]
Relative energy (zero: lowest compared OMol25 entry of this formula, charge and spin): 341.28 kJ/mol
Highest occupied orbital energy: -3.525 eV
Net charge: -1
Gap between HOMO and LUMO: 0.286 hartree
2S+1: 1

Last column: Mulliken charge in e.
Geometry (Å):
N -2.21 -0.13 -0.07  -0.74
C -1.16 -0.01 -1.17  -0.20
C 0.11 -0.75 -0.66  0.42
N 1.36 -0.10 -0.70  -0.21
C 1.24 1.18 -0.04  -0.65
C 0.91 0.97 1.47  -0.43
O -0.26 0.42 1.49  -0.76
O 0.10 -1.97 -0.58  -0.71
H -1.72 0.20 0.90  0.45
H -2.69 -1.02 0.06  0.19
H -1.62 -0.08 -2.17  0.36
H -0.80 1.16 -1.08  0.04
H 2.15 -0.65 -0.49  0.28
H 0.43 1.78 -0.44  0.19
H 2.09 1.91 -0.12  0.36
H 1.71 0.27 1.90  0.23
H 1.12 2.10 2.03  0.20

5.
ORCA calculation (wB97M-V/def2-TZVPD) on a molecular structure, C4H9N2O2.

Calculated values
E_LUMO: 2.790 eV
DFT total energy: -417.63488 Ha
Relative energy (zero: lowest compared OMol25 entry of this formula, charge and spin): 650.47 kJ/mol
Highest occupied orbital energy: -2.549 eV
Net charge: -1
Gap between HOMO and LUMO: 0.196 hartree
2S+1: 1

Last column: Mulliken charge in e.
Geometry (Å):
O 0.59 -2.07 -1.10  -0.85
C 0.90 -0.86 -0.77  0.30
N 1.87 -0.77 0.34  -0.46
C -0.49 -0.09 -0.27  0.17
C -1.61 -0.36 -1.30  -1.54
N -0.51 1.30 0.07  -0.41
C -0.21 1.65 1.31  -0.23
O 0.98 1.52 2.07  -0.51
H 2.28 -1.68 0.46  0.17
H 1.93 0.00 0.97  0.20
H 1.32 -0.15 -1.53  0.15
H -1.76 -1.42 -1.47  0.33
H -2.50 0.08 -0.85  0.41
H -1.40 0.26 -2.18  0.31
H -0.80 -0.73 0.57  0.15
H -0.67 2.60 1.60  0.45
H 0.10 0.72 2.06  0.37

6.
ORCA calculation (wB97M-V/def2-TZVPD) on a molecular structure, C4H9N2O2.

Calculated values
E_LUMO: 3.384 eV
DFT total energy: -417.67261 Ha
Relative energy (zero: lowest compared OMol25 entry of this formula, charge and spin): 551.42 kJ/mol
Highest occupied orbital energy: -2.836 eV
Net charge: -1
Gap between HOMO and LUMO: 0.229 hartree
2S+1: 1

Last column: Mulliken charge in e.
Geometry (Å):
C 0.18 -0.48 0.22  -0.47
N 0.38 -0.33 1.61  -0.47
C -0.90 -0.26 2.43  -0.40
O -1.57 0.89 2.33  -0.83
C -0.34 0.67 -0.66  -0.53
N -0.48 0.42 -2.09  -0.43
C 0.66 0.06 -2.64  -0.03
O 1.94 0.29 -2.26  -0.46
H -0.55 -1.32 -0.02  0.31
H 1.10 -0.88 -0.26  0.24
H 0.74 0.63 1.81  0.29
H -1.43 -1.23 2.21  0.23
H -0.43 -0.49 3.49  0.23
H -1.33 0.80 -0.24  0.38
H 0.10 1.67 -0.47  0.29
H 1.43 -0.51 -1.72  0.26
H 0.50 0.08 -3.74  0.37

7.
ORCA calculation (wB97M-V/def2-TZVPD) on a gas-phase ion, C4H9N2OS (charge -1).

Calculated values
E_LUMO: 3.720 eV
DFT total energy: -740.82400 Ha
SMILES string: C[C@@H](C[S-])NC(N)=O
Relative energy (zero: lowest compared OMol25 entry of this formula, charge and spin): 0.00 kJ/mol
Highest occupied orbital energy: -2.740 eV
Net charge: -1
Gap between HOMO and LUMO: 0.237 hartree
2S+1: 1

Last column: Mulliken charge in e.
Geometry (Å):
C 0.02 -1.49 0.78  -1.28
C -0.09 -0.70 -0.52  0.01
C -1.49 -0.98 -1.19  -0.76
S -2.85 -0.10 -0.36  -0.66
N 0.07 0.73 -0.29  -0.17
C 1.24 1.25 0.11  0.48
N 1.13 2.45 0.83  -0.48
O 2.34 0.71 -0.01  -0.64
H 0.15 -2.56 0.60  0.34
H -0.88 -1.29 1.35  0.26
H 0.89 -1.20 1.38  0.39
H 0.65 -0.99 -1.27  0.29
H -1.50 -0.62 -2.22  0.29
H -1.51 -2.08 -1.07  0.29
H -0.82 1.04 0.14  0.22
H 0.70 3.23 0.33  0.21
H 1.94 2.61 1.40  0.22

8.
ORCA calculation (wB97M-V/def2-TZVPD) on a gas-phase ion, C4H9N2OS (charge -1).

Calculated values
E_LUMO: 3.861 eV
DFT total energy: -740.80441 Ha
SMILES string: NC[C@@H](C[S-])NC=O
Relative energy (zero: lowest compared OMol25 entry of this formula, charge and spin): 51.45 kJ/mol
Highest occupied orbital energy: -2.901 eV
Net charge: -1
Gap between HOMO and LUMO: 0.249 hartree
2S+1: 1

Last column: Mulliken charge in e.
Geometry (Å):
O 1.13 1.01 2.27  -0.63
C 0.95 1.73 1.29  -0.12
N 0.59 1.33 0.07  -0.06
C 0.19 -0.04 -0.28  0.61
C -0.30 0.02 -1.72  -1.16
S 0.85 0.79 -2.88  -0.61
C -0.78 -0.71 0.68  -0.75
N -0.61 -2.14 0.80  -0.57
H 1.07 2.82 1.33  0.37
H 0.65 1.95 -0.74  0.20
H 1.15 -0.58 -0.31  -0.03
H -1.25 0.56 -1.74  0.29
H -0.56 -0.97 -2.09  0.25
H -1.80 -0.51 0.36  0.36
H -0.70 -0.25 1.66  0.38
H 0.26 -2.32 1.27  0.25
H -0.85 -2.68 -0.01  0.22

9.
ORCA calculation (wB97M-V/def2-TZVPD) on a gas-phase ion, C4H9N2OS (charge -1).

Calculated values
E_LUMO: 3.889 eV
DFT total energy: -740.77573 Ha
SMILES string: CN[C@H](C[S-])C(N)=O
Relative energy (zero: lowest compared OMol25 entry of this formula, charge and spin): 126.75 kJ/mol
Highest occupied orbital energy: -2.735 eV
Net charge: -1
Gap between HOMO and LUMO: 0.243 hartree
2S+1: 1

Last column: Mulliken charge in e.
Geometry (Å):
C -0.74 -1.00 1.79  -0.77
N -0.23 0.32 1.49  -0.52
C -0.15 0.64 0.03  0.32
C -1.18 -0.01 -0.85  -1.14
S -1.11 0.83 -2.62  -0.65
C 1.24 0.15 -0.51  0.36
N 1.93 0.88 -1.48  -0.40
O 1.64 -0.93 -0.15  -0.62
H -0.05 -1.89 1.58  0.19
H -1.01 -0.99 2.92  0.29
H -1.71 -1.19 1.33  0.32
H 0.74 0.24 1.77  0.29
H -0.30 1.71 0.06  0.18
H -2.20 0.05 -0.49  0.36
H -1.05 -1.06 -0.96  0.37
H 1.39 1.67 -1.97  0.22
H 2.77 0.59 -1.93  0.21

10.
ORCA calculation (wB97M-V/def2-TZVPD) on a gas-phase ion, C4H9N2OS (charge -1).

Calculated values
E_LUMO: -0.107 eV
DFT total energy: -740.58985 Ha
Relative energy (zero: lowest compared OMol25 entry of this formula, charge and spin): 614.77 kJ/mol
Highest occupied orbital energy: -3.266 eV
Net charge: -1
Gap between HOMO and LUMO: 0.116 hartree
2S+1: 1

Last column: Mulliken charge in e.
Geometry (Å):
C -0.08 -0.01 -0.05  -0.25
N -0.32 1.28 0.48  -0.19
C 0.48 1.50 1.66  0.27
N 0.12 0.20 2.73  -0.62
O 0.48 2.61 2.28  -0.71
C -0.29 -0.09 -1.61  -0.42
C -0.17 -1.50 -2.15  -0.71
S -0.21 -1.58 -3.97  -0.55
H -0.74 -0.83 0.39  0.15
H 0.98 -0.40 0.19  0.26
H 1.57 1.12 1.41  0.18
H 0.15 0.80 3.56  0.33
H -0.85 0.23 2.55  0.23
H 0.46 0.52 -2.07  0.31
H -1.28 0.33 -1.83  0.23
H -1.04 -2.17 -1.75  0.23
H 0.72 -2.03 -1.81  0.26

11.
ORCA calculation (wB97M-V/def2-TZVPD) on a gas-phase ion, C4H9N2OS (charge +1).

Calculated values
E_LUMO: -3.511 eV
DFT total energy: -740.41472 Ha
SMILES string: CC1=[NH+][C@](C)(S)ON1
Relative energy (zero: lowest compared OMol25 entry of this formula, charge and spin): 336.73 kJ/mol
Highest occupied orbital energy: -13.956 eV
Net charge: +1
Gap between HOMO and LUMO: 0.384 hartree
2S+1: 1

Last column: Mulliken charge in e.
Geometry (Å):
C 1.00 -0.63 -0.09  0.46
C -1.20 0.07 -0.15  0.63
C 2.30 -1.15 0.39  -0.98
C -1.79 1.44 -0.27  -1.53
N 0.70 -0.70 -1.36  0.08
N 0.02 -0.04 0.62  -0.15
O -0.54 -0.16 -1.62  -0.31
S -2.40 -1.23 0.26  -0.17
H 2.62 -0.41 1.18  0.32
H 2.98 -1.46 -0.49  0.30
H 2.23 -2.23 0.75  0.33
H -2.15 1.73 0.65  0.48
H -2.66 1.48 -0.81  0.46
H -1.09 2.11 -0.92  0.31
H 1.08 -1.23 -2.11  0.23
H -0.21 -0.09 1.57  0.32
H -3.51 -0.52 -0.05  0.20

12.
ORCA calculation (wB97M-V/def2-TZVPD) on C4H9N2P in the gas phase.

Calculated values
E_LUMO: 0.001 eV
DFT total energy: -608.52127 Ha
SMILES string: CP1(C)=CN=NC1
Relative energy (zero: lowest compared OMol25 entry of this formula, charge and spin): 403.19 kJ/mol
Highest occupied orbital energy: -8.147 eV
Gap between HOMO and LUMO: 0.299 hartree
2S+1: 1

Last column: Mulliken charge in e.
Geometry (Å):
C 0.71 -0.05 -1.31  -0.27
C -0.35 -2.15 -0.52  -0.60
C 0.44 0.25 1.74  -0.98
C -0.76 1.88 -0.01  -1.11
N 0.39 -0.96 -2.24  -0.27
N -0.35 -1.94 -1.82  -0.35
P -0.40 0.00 0.10  0.37
H 1.50 0.66 -1.45  0.47
H -1.02 -2.93 -0.19  0.33
H 0.67 -1.99 -0.23  0.48
H 0.85 1.25 1.89  0.36
H -0.46 -0.03 2.48  0.26
H 1.19 -0.58 1.94  0.32
H -0.51 2.46 0.81  0.38
H -0.10 2.09 -0.84  0.31
H -1.82 2.07 -0.34  0.32

Q: What is the formula in the seventh record?
A: C4H9N2OS

Q: gap between HOMO and LUMO of number 5 (C4H9N2O2)?
A: 0.196 hartree

Please write out number 7 again, unchanged.
ORCA calculation (wB97M-V/def2-TZVPD) on a gas-phase ion, C4H9N2OS (charge -1).

Calculated values
E_LUMO: 3.720 eV
DFT total energy: -740.82400 Ha
SMILES string: C[C@@H](C[S-])NC(N)=O
Relative energy (zero: lowest compared OMol25 entry of this formula, charge and spin): 0.00 kJ/mol
Highest occupied orbital energy: -2.740 eV
Net charge: -1
Gap between HOMO and LUMO: 0.237 hartree
2S+1: 1

Last column: Mulliken charge in e.
Geometry (Å):
C 0.02 -1.49 0.78  -1.28
C -0.09 -0.70 -0.52  0.01
C -1.49 -0.98 -1.19  -0.76
S -2.85 -0.10 -0.36  -0.66
N 0.07 0.73 -0.29  -0.17
C 1.24 1.25 0.11  0.48
N 1.13 2.45 0.83  -0.48
O 2.34 0.71 -0.01  -0.64
H 0.15 -2.56 0.60  0.34
H -0.88 -1.29 1.35  0.26
H 0.89 -1.20 1.38  0.39
H 0.65 -0.99 -1.27  0.29
H -1.50 -0.62 -2.22  0.29
H -1.51 -2.08 -1.07  0.29
H -0.82 1.04 0.14  0.22
H 0.70 3.23 0.33  0.21
H 1.94 2.61 1.40  0.22

Q: Which value of DFT total energy does entry 5 give?
A: -417.63488 Ha